[1]
This record from the Open Molecules 2025 dataset describes a 2-piece molecular cluster, C5H8F5OP overall. The level of theory is ωB97M-V with the def2-TZVPD basis set.

Properties
lowest unoccupied orbital energy (spin up / spin down) = -0.98 / -1.01 eV
energy relative to the best compared isomer or geometry (same formula, charge and spin) = 259.5 kJ/mol
molar mass = 210.08 g mol⁻¹
spin multiplicity = 1
electronic energy = -30235.7247 eV

Last columns: bonded neighbours and bond lengths (Å).
Element x y z (Å)
1 C -1.8805 -1.1182 -0.6824  C3 1.547, H13 0.998, H14 1.092, H15 1.179
2 C -0.9229 0.9977 1.5931  P12 1.830, H16 1.048, H17 1.158, H18 1.114
3 C -1.6516 0.3401 -1.1462  C1 1.547, P12 1.805, H19 1.107, H20 1.194
4 C 2.7870 0.0322 0.0732  C5 1.523, F7 1.353, F8 1.360, F9 1.339
5 C 1.7200 -1.0292 -0.1599  C4 1.523, F10 1.384, F11 1.353
6 O 0.0098 2.4454 -0.6382  P12 1.493
7 F 2.2388 0.8073 1.0374  C4 1.353
8 F 4.0002 -0.4037 0.5074  C4 1.360
9 F 2.9393 0.7881 -1.0219  C4 1.339
10 F 1.8947 -1.8438 -1.2652  C5 1.384
11 F 1.5057 -1.9222 0.8331  C5 1.353
12 P -0.3478 1.0832 -0.1424  C2 1.830, C3 1.805, O6 1.493
13 H -2.4476 -1.1437 0.1387  C1 0.998
14 H -2.4055 -1.8341 -1.3187  C1 1.092
15 H -0.9020 -1.6304 -0.2695  C1 1.179
16 H -1.9604 1.1288 1.5309  C2 1.048
17 H -0.3761 0.0868 2.0532  C2 1.158
18 H -0.3958 1.7392 2.2352  C2 1.114
19 H -2.4182 1.1324 -1.0477  C3 1.107
20 H -1.3872 0.3440 -2.3101  C3 1.194

Löwdin population analysis, charges in e, atoms 1 to 6: C -0.154; C -0.182; C -0.344; C -0.581; C -0.248; O -0.353

---

[2]
This record from the Open Molecules 2025 dataset describes a 2-piece molecular cluster, C5H8FI overall. The level of theory is ωB97M-V with the def2-TZVPD basis set.

Properties
lowest unoccupied orbital energy = 0.54 eV
SMILES = C/C=C\F.C=CI
energy relative to the best compared isomer or geometry (same formula, charge and spin) = 136.0 kJ/mol
molar mass = 214.02 g mol⁻¹
spin multiplicity = 1
electronic energy = -16130.1381 eV

Last columns: bonded neighbours and bond lengths (Å).
Element x y z (Å)
1 C -1.5933 -1.7649 -0.7116  C2 1.467, H8 1.036, H9 1.159, H12 1.050
2 C -1.3229 -1.0109 0.5172  C1 1.467, C4 1.337, H10 1.035
3 C 2.0623 2.0050 -0.3091  C5 1.306, H11 1.165, H13 1.134
4 C -1.5761 0.2962 0.6344  C2 1.337, F6 1.323, H14 1.126
5 C 2.0527 0.8219 0.2443  C3 1.306, I7 2.145, H15 1.051
6 F -1.9494 1.0888 -0.3574  C4 1.323
7 I 3.8191 -0.3748 0.0224  C5 2.145
8 H -2.4242 -2.3669 -0.5656  C1 1.036
9 H -1.7658 -1.2242 -1.7222  C1 1.159
10 H -0.8935 -1.6028 1.2503  C2 1.035
11 H 1.3213 2.8749 -0.0822  C3 1.165
12 H -0.8173 -2.4663 -0.8076  C1 1.050
13 H 3.0884 2.3196 -0.6750  C3 1.134
14 H -1.4523 0.9537 1.5396  C4 1.126
15 H 1.4509 0.4506 1.0222  C5 1.051

Löwdin population analysis, charges in e, atoms 1 to 6: C -0.102; C -0.148; C -0.170; C -0.196; C -0.679; F 0.019